No. 1
Below is a structure of composition C36H57BrF4N4OSSiTl, with properties calculated with ωB97M-V/def2-TZVPD.

Output
**Kohn-Sham gap**: 6.37 eV
**LUMO level**: 2.372 eV
**ΔE to the lowest compared entry with this formula, charge and spin**: 26.3 kcal per mole
**HOMO**: -0.1470 Eh
**E_tot**: -5533.9453 hartree

The geometry in ORCA input format:
```
! wB97M-V def2-TZVPD RIJCOSX def2/J DEFGRID3
* xyz -1 1
Tl -3.00182 0.32110 -1.16133
C -7.09549 3.64363 -1.04076
C -6.15605 2.36906 -1.03852
N -4.90248 2.47545 -0.30090
C -4.98880 2.49605 1.15098
C -5.93444 1.39265 1.69774
C -3.96263 3.47742 -0.83659
C -2.68319 3.60575 -0.00755
N -1.99506 2.33522 0.19358
C -1.06384 2.34147 1.14697
C -0.44221 1.13651 1.57683
F -0.71867 -0.01618 0.95129
C 0.32980 1.08678 2.70287
F 0.76051 -0.16627 3.12803
C 0.70489 2.20076 3.42771
C 0.22782 3.42775 2.98007
F 0.50076 4.56707 3.63434
C -0.67039 3.50899 1.92733
F -1.08261 4.71788 1.63495
H -8.06686 3.31063 -1.49391
H -6.61106 4.43666 -1.61374
H -7.35922 3.96475 -0.00599
H -5.87757 2.13514 -2.05705
H -6.71373 1.57003 -0.59183
H -5.36686 3.49934 1.49400
H -3.93403 2.43024 1.55444
H -6.99371 1.63694 1.54159
H -5.78150 1.32032 2.75105
H -5.74912 0.40605 1.18847
H -4.54392 4.41620 -0.86890
H -3.77451 3.15077 -1.88746
H -3.03679 4.12784 0.90577
H -2.07638 4.29787 -0.54693
H 1.38254 2.10310 4.25440
C -3.81652 -4.20599 -2.98743
C -4.51585 -4.65765 -1.70331
N -4.77170 -3.59915 -0.74693
C -6.15837 -3.22443 -0.47971
C -6.75026 -2.24909 -1.43958
C -3.74972 -2.92980 -0.16881
S -3.95101 -1.53467 0.83042
N -2.57727 -3.53012 -0.27746
C -1.37581 -2.93145 -0.57133
O -1.22784 -2.02039 -1.40786
C -0.22958 -3.65080 -0.00366
C -0.37314 -4.22416 1.21986
C 0.68437 -4.92509 1.79135
C 1.80180 -5.19786 1.00193
C 1.97645 -4.50913 -0.23456
C 0.99213 -3.69727 -0.70437
H -3.42494 -5.11016 -3.51900
H -2.90934 -3.60162 -2.77140
H -4.44757 -3.58560 -3.58910
H -3.81854 -5.36903 -1.24483
H -5.42990 -5.16491 -1.94193
H -6.16794 -2.81128 0.58057
H -6.78618 -4.13163 -0.37142
H -6.11320 -1.41401 -1.49471
H -7.75836 -1.93084 -1.13026
H -6.81814 -2.67034 -2.44135
H -1.34752 -4.15166 1.64750
H 0.65438 -5.41365 2.74904
H 2.58584 -5.83971 1.38665
H 2.89237 -4.63763 -0.79658
H 1.14718 -3.27051 -1.65574
C 4.85382 -1.74847 -1.43157
C 5.10304 -0.24198 -1.68000
C 4.62044 0.06710 -3.13497
C 6.58826 -0.04025 -1.67633
Si 4.14692 0.70781 -0.27957
Br 1.98509 0.71343 -0.72318
C 4.45478 -0.18564 1.40402
C 3.86803 0.69116 2.57285
C 3.70053 -1.53736 1.63725
C 5.95438 -0.50103 1.75200
C 4.69643 2.53838 -0.31190
C 4.86456 3.07664 -1.70904
C 6.02943 2.71323 0.34938
C 3.67220 3.50853 0.36477
H 5.33015 -2.28253 -2.27823
H 3.79176 -1.99977 -1.39239
H 5.29313 -2.09522 -0.52953
H 5.27477 -0.42409 -3.87577
H 4.72431 1.06293 -3.37775
H 3.54031 -0.14247 -3.24217
H 7.02451 -0.79010 -2.32555
H 7.04267 -0.25250 -0.74480
H 6.90534 0.98758 -2.03948
H 2.83179 0.94421 2.40775
H 4.41730 1.60597 2.77361
H 3.89545 0.18710 3.49809
H 2.57147 -1.31101 1.59749
H 3.87157 -1.89670 2.67608
H 3.99491 -2.38311 1.00353
H 6.65512 0.31621 1.53167
H 6.33543 -1.44607 1.26139
H 6.07314 -0.61951 2.86072
H 5.56584 2.46381 -2.28036
H 5.35942 4.05095 -1.62092
H 3.90404 3.12006 -2.23241
H 6.88051 2.09548 -0.06919
H 5.91086 2.55800 1.40300
H 6.33571 3.74750 0.27449
H 2.63851 3.32828 0.04004
H 3.98718 4.51114 0.15850
H 3.76770 3.36499 1.47148
*
```

---

No. 2
Below is a structure of composition C36H57N5O4PdSe, with properties calculated with ωB97M-V/def2-TZVPD.

Output
**Kohn-Sham gap (alpha / beta)**: 7.44 / 6.36 eV
**LUMO level (alpha / beta)**: 0.340 / -0.698 eV
**<S²>**: 2.01
**HOMO (alpha / beta)**: -0.2609 / -0.2594 Eh
**E_tot**: -4510.0219 hartree

The geometry in ORCA input format:
```
! wB97M-V def2-TZVPD RIJCOSX def2/J DEFGRID3
* xyz 0 3
Pd 0.30790 -0.05511 -0.08825
C -1.07020 -6.82486 2.34440
C 0.01136 -6.14684 3.18732
C -0.39638 -6.24364 4.66433
C 1.33138 -6.90568 2.97248
C 0.19931 -4.68120 2.79370
C -0.47922 -4.08718 1.75388
C -0.25630 -2.75008 1.43332
Se -1.22813 -2.05335 -0.07998
C -0.21303 -2.85454 -1.51721
C -0.39934 -4.20699 -1.75066
C 0.34666 -4.85511 -2.71692
C 1.27441 -4.07619 -3.40699
C 1.47114 -2.71093 -3.22492
C 0.67493 -2.04052 -2.25075
O 0.74468 -0.73449 -2.03918
C 2.58274 -2.06315 -4.08713
C 3.92879 -2.67942 -3.66667
C 2.72020 -0.54126 -3.97100
C 2.31928 -2.36408 -5.57351
C 0.20382 -6.34588 -3.02248
C -0.91517 -6.98588 -2.19982
C 1.51908 -7.06718 -2.68707
C -0.11934 -6.54349 -4.51076
C 0.62076 -1.91458 2.14756
O 0.76439 -0.62879 1.88488
C 1.34932 -2.53646 3.21155
C 1.11066 -3.87321 3.48767
C 2.36894 -1.73242 4.03576
C 3.07491 -2.59500 5.08504
C 1.66415 -0.58194 4.77524
C 3.44793 -1.15429 3.10187
H -1.20320 -7.85505 2.68226
H -0.79085 -6.85300 1.28699
H -2.03157 -6.31206 2.43854
H -0.58295 -7.28646 4.93873
H -1.30903 -5.67076 4.84682
H 0.38273 -5.85670 5.32420
H 1.21729 -7.96111 3.24184
H 2.13690 -6.48496 3.57874
H 1.63412 -6.84664 1.92352
H -1.19562 -4.64805 1.16599
H -1.12410 -4.74520 -1.15247
H 1.89222 -4.57839 -4.14546
H 4.08381 -2.54653 -2.59122
H 4.75674 -2.20133 -4.20623
H 3.96740 -3.75090 -3.87565
H 2.96608 -0.24010 -2.95575
H 1.80026 -0.02710 -4.24593
H 3.51996 -0.21634 -4.64755
H 2.31186 -3.43406 -5.78792
H 3.09521 -1.90225 -6.19328
H 1.35209 -1.95265 -5.87293
H -0.69796 -6.94359 -1.12832
H -1.01634 -8.03723 -2.47779
H -1.87602 -6.49544 -2.38047
H 1.76488 -6.93499 -1.63020
H 2.35050 -6.67492 -3.27801
H 1.43292 -8.13898 -2.89246
H -1.02626 -5.99706 -4.78076
H -0.27697 -7.60437 -4.72710
H 0.69195 -6.18737 -5.14972
H 1.66239 -4.33045 4.30003
H 2.37319 -3.00273 5.81856
H 3.79502 -1.97354 5.62458
H 3.62570 -3.42169 4.62601
H 0.94720 -0.97862 5.50137
H 1.13088 0.05769 4.07438
H 2.40110 0.02484 5.31445
H 3.87340 -1.94325 2.47467
H 4.25663 -0.70888 3.69144
H 3.01307 -0.38873 2.46178
N 5.52485 0.62905 -1.07018
C 4.48022 1.64100 -0.94554
C 3.15923 1.00757 -0.54544
O 2.11762 1.63659 -0.52253
O 3.23625 -0.25977 -0.21455
H 6.43902 0.99397 -0.84454
H 5.56067 0.25610 -2.01123
H 4.18591 -0.50136 -0.25728
H 4.30678 2.22050 -1.85064
H 4.73360 2.34722 -0.15525
C -2.45744 1.43891 0.79492
N -3.33417 2.60638 0.79958
C -3.48994 3.07274 -0.58542
N -2.20244 3.42403 -1.19986
C -1.34494 2.24278 -1.17392
N -1.13827 1.75866 0.20975
C -0.52673 2.85097 1.00117
N -1.37336 4.04152 1.00854
C -2.68095 3.67440 1.56967
C -1.57298 4.47049 -0.38209
H -2.91546 0.64367 0.20977
H -2.31037 1.08727 1.81535
H -4.13406 3.95244 -0.58967
H -3.96329 2.28627 -1.17528
H -0.37518 2.48264 -1.60759
H -1.80479 1.44600 -1.75612
H 0.44278 3.09147 0.56776
H -0.38148 2.49937 2.02148
H -3.32574 4.55348 1.56746
H -2.54455 3.33808 2.59827
H -0.60597 4.72524 -0.81672
H -2.20936 5.35583 -0.39124
*
```

---

No. 3
Below is a cluster of 3 separate species, C36H58BF3N3O4S in total, with properties calculated with ωB97M-V/def2-TZVPD.

Output
**Kohn-Sham gap**: 9.04 eV
**LUMO level**: -2.017 eV
**HOMO**: -0.4062 Eh
**E_tot**: -2594.1119 hartree

The geometry in ORCA input format:
```
! wB97M-V def2-TZVPD RIJCOSX def2/J DEFGRID3
* xyz 1 1
C 3.60489 0.58549 -3.28430
C 3.52204 0.45258 -2.11716
C 3.38865 0.09297 -0.70307
C 2.68458 -1.26393 -0.52949
C 3.37226 -2.36075 0.33396
C 4.79568 -2.09166 0.82375
C 5.30154 -3.03657 1.90917
C 6.76668 -2.72830 2.23808
C 6.90826 -1.57094 3.23408
C 6.41557 -1.92271 4.64361
C 2.35408 -2.80128 1.44015
C 2.02931 -4.27275 1.30583
O 1.04896 -4.66856 2.23180
C 0.41580 -5.88681 1.88290
C -0.59431 -6.29671 2.94704
C -2.04597 -6.00157 2.56030
C 1.25369 -1.72629 1.33953
S 2.05986 -0.34355 2.30365
B -0.11008 -1.91771 2.21214
C 0.01357 -2.31404 3.72937
O -1.36751 -1.73001 1.68303
N 1.21174 -1.25330 -0.11087
C 0.48903 0.03575 -0.27393
C 0.28909 0.57042 -1.70224
C -1.20261 0.68221 -2.00800
C -1.89857 1.64201 -1.02102
C -3.23818 1.10405 -0.54510
O -3.04195 0.57121 0.75901
C -4.22369 0.00317 1.30254
C -4.16775 0.03681 2.81883
C 0.58101 -2.28579 -0.98553
O -0.81778 -2.17189 -0.87132
C -1.53172 -3.30623 -1.10030
F -1.54911 -4.10124 -0.00590
F -2.78468 -2.95348 -1.41358
F -1.00181 -4.02583 -2.11544
H 3.48102 0.87843 -4.30050
H 4.40224 0.03758 -0.31396
H 2.92007 0.90800 -0.16094
H 2.77024 -1.68859 -1.52282
H 3.45660 -3.23101 -0.31890
H 4.90033 -1.07284 1.19399
H 5.47351 -2.16004 -0.02773
H 5.19599 -4.07587 1.60955
H 4.74590 -2.84659 2.82436
H 7.31614 -2.45861 1.33780
H 7.23878 -3.59264 2.69829
H 7.95298 -1.28405 3.30084
H 6.33208 -0.71369 2.88769
H 5.35000 -1.74493 4.76555
H 6.63186 -2.95399 4.90931
H 6.91400 -1.28150 5.36558
H 2.75354 -2.67049 2.43737
H 2.95926 -4.80827 1.52408
H 1.75028 -4.60006 0.29992
H -0.08843 -5.81938 0.91781
H 1.16574 -6.67704 1.77675
H -0.37818 -5.82334 3.89891
H -0.51049 -7.37440 3.06025
H -2.73214 -6.62924 3.12197
H -2.23028 -6.19963 1.50860
H -2.31642 -4.97005 2.77463
H 1.01262 0.44252 2.59848
H 0.09056 -1.40108 4.32136
H -0.90294 -2.79867 4.05504
H 0.85065 -2.96295 3.95762
H -1.73537 -0.84177 1.77118
H 0.99276 0.78820 0.31584
H -0.49251 -0.06887 0.17083
H 0.69081 1.57998 -1.75453
H 0.81061 0.01731 -2.47809
H -1.67566 -0.29290 -2.04598
H -1.29453 1.11063 -3.00571
H -1.97099 2.60109 -1.51868
H -1.27693 1.77296 -0.13812
H -3.59173 0.32695 -1.22529
H -3.99836 1.88714 -0.50718
H -4.33802 -1.01880 0.93272
H -5.09650 0.55839 0.95585
H -3.13328 -0.00100 3.15078
H -4.71588 -0.79696 3.24155
H -4.59480 0.96480 3.18526
H 0.86257 -2.12102 -2.01873
H 0.91412 -3.27544 -0.69873
N -1.86731 3.80090 -3.71281
C -2.71658 3.80942 -4.73971
C -2.91408 4.90526 -5.56525
C -2.19401 6.05970 -5.30920
C -1.30629 6.07014 -4.24523
C -1.18020 4.92012 -3.48337
H -3.26401 2.88766 -4.90510
H -3.61609 4.85383 -6.38539
H -2.32446 6.93935 -5.92570
H -0.72659 6.95155 -4.00899
H -0.49487 4.88796 -2.64233
N -4.51854 8.77441 -4.14407
C -5.37782 9.77041 -3.94128
C -6.14787 9.89807 -2.79481
C -6.02073 8.93728 -1.80521
C -5.13175 7.89300 -2.00139
C -4.40814 7.86026 -3.18360
H -5.44946 10.50023 -4.73982
H -6.82879 10.73019 -2.68322
H -6.60499 9.00164 -0.89642
H -5.00065 7.12021 -1.25635
H -3.69909 7.06530 -3.37617
*
```

---

Among the records above, which one has the highest E_tot?
C36H58BF3N3O4S